{
  "formula": "C25H47NO9",
  "method": "ωB97M-V/def2-TZVPD",
  "elements": ["C", "C", "C", "O", "C", "C", "C", "C", "O", "C", "C", "N", "C", "C", "C", "C", "O", "H", "H", "H", "H", "H", "H", "H", "H", "H", "H", "H", "H", "H", "H", "H", "H", "H", "C", "O", "C", "C", "O", "C", "H", "H", "H", "H", "H", "H", "H", "H", "H", "H", "C", "O", "C", "C", "O", "C", "H", "H", "H", "H", "H", "H", "H", "H", "H", "H", "C", "O", "C", "C", "O", "C", "H", "H", "H", "H", "H", "H", "H", "H", "H", "H"],
  "coordinates": [[2.62, -3.39, 0.54], [1.54, -2.89, -0.45], [1.38, -1.37, -0.50], [0.36, -0.89, 0.35], [-0.82, -0.48, -0.31], [-1.93, -1.48, -0.10], [-2.41, -1.73, 1.12], [-3.57, -2.68, 1.25], [-4.49, -2.47, 2.01], [-3.49, -3.86, 0.34], [-2.95, -3.67, -0.87], [-2.74, -4.69, -1.82], [-1.52, -5.10, -1.88], [-0.91, -5.89, -0.75], [-0.71, -4.76, -3.09], [-2.56, -2.25, -1.23], [-2.76, -1.77, -2.32], [2.12, -3.84, 1.40], [3.30, -2.62, 0.86], [3.16, -4.21, 0.07], [0.58, -3.33, -0.21], [1.80, -3.25, -1.45], [1.26, -1.07, -1.54], [2.31, -0.91, -0.17], [-0.67, -0.22, -1.35], [-1.13, 0.43, 0.19], [-1.99, -1.26, 1.99], [-3.85, -4.82, 0.66], [-0.17, -5.30, -0.21], [-0.47, -6.82, -1.09], [-1.69, -6.10, -0.03], [0.16, -5.41, -3.16], [-1.33, -4.78, -3.97], [-0.37, -3.73, -2.96], [4.44, 0.82, 1.78], [3.94, -0.14, 2.69], [4.01, 0.28, 4.04], [2.66, 0.72, 4.56], [2.22, 1.92, 3.94], [1.24, 1.69, 2.95], [4.20, 0.48, 0.77], [4.00, 1.80, 1.94], [5.53, 0.90, 1.87], [4.75, 1.08, 4.16], [4.35, -0.58, 4.63], [2.75, 0.93, 5.63], [1.92, -0.07, 4.43], [0.29, 1.39, 3.42], [1.56, 0.93, 2.24], [1.08, 2.63, 2.41], [5.50, 7.81, 3.10], [4.79, 7.57, 1.90], [5.51, 6.78, 0.97], [5.01, 5.35, 0.95], [5.30, 4.68, 2.17], [4.18, 4.56, 3.02], [4.82, 8.28, 3.81], [5.88, 6.88, 3.54], [6.34, 8.49, 2.92], [6.58, 6.80, 1.19], [5.36, 7.22, -0.02], [5.52, 4.81, 0.15], [3.93, 5.33, 0.75], [3.46, 3.85, 2.61], [3.69, 5.52, 3.19], [4.52, 4.17, 3.98], [-5.93, -2.18, -3.82], [-6.93, -1.42, -3.15], [-6.49, -0.11, -2.82], [-7.06, 0.92, -3.76], [-6.51, 0.79, -5.07], [-7.40, 0.16, -5.98], [-6.39, -3.10, -4.18], [-5.51, -1.64, -4.67], [-5.13, -2.45, -3.12], [-5.40, -0.06, -2.80], [-6.86, 0.10, -1.81], [-6.78, 1.92, -3.40], [-8.15, 0.86, -3.79], [-8.24, 0.83, -6.21], [-7.78, -0.78, -5.58], [-6.85, -0.03, -6.90]],
  "orbital_gap_ev": 7.87,
  "smiles": "CCCOCC1=CC(=O)C=C(N=C(C)C)C1=O.COCCOC.COCCOC.COCCOC",
  "homo_energy_ev": -8.646
}


{
  "formula": "C25H48BHfNP2",
  "method": "ωB97M-V/def2-TZVPD",
  "elements": ["Hf", "C", "C", "C", "C", "C", "C", "H", "H", "H", "C", "H", "H", "H", "C", "H", "H", "H", "C", "H", "H", "H", "C", "H", "H", "H", "C", "C", "C", "C", "C", "C", "C", "C", "H", "H", "H", "H", "H", "H", "H", "H", "H", "H", "H", "H", "P", "C", "H", "H", "H", "C", "H", "H", "H", "C", "H", "H", "H", "P", "C", "H", "H", "H", "C", "H", "H", "H", "C", "H", "H", "H", "B", "C", "N", "H", "H", "H"],
  "coordinates": [[0.04, 0.01, 0.59], [-1.74, 1.59, 0.71], [-2.11, 0.63, -0.35], [-2.06, -0.53, 1.70], [-1.87, 0.88, 1.98], [-2.29, -0.69, 0.27], [-1.73, 3.07, 0.59], [-1.39, 3.41, -0.40], [-1.12, 3.59, 1.33], [-2.76, 3.44, 0.71], [-1.84, 1.54, 3.30], [-1.51, 2.58, 3.27], [-1.14, 1.17, 3.99], [-2.77, 1.32, 3.83], [-2.19, -1.64, 2.69], [-3.25, -1.76, 2.94], [-1.67, -1.45, 3.63], [-1.82, -2.63, 2.35], [-3.09, -1.84, -0.23], [-4.15, -1.62, 0.00], [-2.85, -2.78, 0.29], [-3.00, -2.03, -1.32], [-2.89, 1.14, -1.48], [-3.83, 1.58, -1.07], [-3.14, 0.37, -2.21], [-2.37, 1.96, -2.01], [1.59, 0.44, -2.78], [0.56, 1.32, -2.94], [-0.03, 1.60, -4.30], [-0.92, 0.45, -4.88], [-1.01, -0.82, -4.06], [0.03, -1.66, -3.96], [1.35, -1.38, -4.62], [2.22, -0.25, -3.98], [0.76, 1.84, -5.04], [-0.48, 0.18, -5.86], [-0.65, 2.52, -4.22], [2.50, 0.48, -4.76], [1.97, 0.11, -1.82], [0.05, 1.80, -2.11], [3.18, -0.71, -3.63], [1.94, -2.32, -4.66], [-0.06, -2.63, -3.44], [1.17, -1.08, -5.68], [-1.94, 0.84, -5.08], [-1.99, -1.03, -3.59], [1.78, 1.84, 1.22], [1.41, 2.64, 2.82], [2.30, 3.24, 3.01], [1.26, 1.91, 3.63], [0.51, 3.27, 2.73], [3.48, 1.24, 1.46], [4.01, 2.10, 1.88], [3.91, 0.94, 0.49], [3.50, 0.38, 2.15], [1.98, 3.33, 0.19], [2.45, 3.04, -0.76], [2.63, 3.97, 0.81], [1.00, 3.80, 0.02], [1.00, -2.40, 0.40], [-0.22, -3.69, -0.06], [0.41, -4.51, -0.44], [-0.97, -3.37, -0.80], [-0.71, -4.00, 0.87], [2.66, -2.65, -0.36], [2.57, -2.77, -1.45], [3.05, -3.55, 0.14], [3.31, -1.80, -0.12], [1.41, -3.20, 2.00], [1.61, -4.24, 1.68], [0.54, -3.14, 2.67], [2.30, -2.71, 2.43], [0.06, -0.07, 5.47], [0.31, -0.19, 3.89], [0.60, -0.29, 2.76], [0.86, -0.90, 5.87], [-1.07, -0.30, 5.84], [0.35, 1.05, 5.86]],
  "orbital_gap_ev": 6.84,
  "homo_energy_ev": -14.502,
  "charge": 2
}


{
  "formula": "C25H48Cl3N4O3PdSSi",
  "method": "ωB97M-V/def2-TZVPD",
  "elements": ["C", "C", "H", "H", "H", "C", "C", "H", "H", "H", "H", "Pd", "Cl", "Cl", "H", "H", "C", "C", "N", "H", "C", "O", "H", "H", "H", "H", "H", "H", "C", "C", "N", "H", "C", "O", "H", "H", "H", "H", "O", "C", "C", "C", "H", "C", "H", "C", "H", "C", "C", "H", "H", "H", "Si", "Cl", "C", "C", "C", "H", "H", "H", "H", "H", "H", "H", "H", "H", "C", "C", "N", "C", "S", "N", "C", "C", "H", "H", "H", "H", "H", "H", "H", "H", "H", "H", "H", "H"],
  "coordinates": [[-1.81, -2.66, -4.39], [-1.05, -3.36, -3.31], [-1.82, -3.24, -5.31], [-1.40, -1.66, -4.59], [-2.86, -2.50, -4.08], [-0.85, -4.69, -3.30], [-1.07, -5.54, -4.50], [-0.59, -5.21, -2.38], [-0.59, -5.10, -5.38], [-2.14, -5.67, -4.73], [-0.65, -6.54, -4.34], [-0.38, 2.06, 0.86], [-2.59, 1.35, 1.37], [1.20, 3.60, -0.01], [1.22, 5.26, 3.38], [-2.22, 6.74, 2.13], [0.86, 5.70, 2.45], [-1.33, 6.44, 1.57], [-0.57, 5.47, 2.33], [1.41, 5.25, 1.59], [-1.09, 4.23, 2.46], [-0.42, 3.23, 2.82], [-1.66, 6.01, 0.62], [-2.17, 4.19, 2.25], [0.99, 6.78, 2.45], [-0.71, 7.33, 1.41], [2.33, -0.58, -3.85], [2.46, -3.32, -2.58], [3.37, -0.71, -3.52], [3.47, -2.92, -2.38], [3.43, -1.47, -2.28], [3.83, 0.27, -3.36], [3.58, -0.82, -1.08], [3.51, 0.40, -0.94], [3.85, -3.32, -1.43], [3.80, -1.53, -0.24], [3.92, -1.28, -4.29], [4.15, -3.21, -3.20], [0.35, -1.54, -2.62], [-0.56, -2.42, -2.21], [0.60, -3.83, -0.36], [-0.43, -3.02, -0.81], [1.42, -4.09, -1.03], [0.54, -4.36, 0.94], [-1.45, -1.77, -2.16], [-1.50, -2.72, 0.03], [1.37, -4.97, 1.31], [-0.60, -4.16, 1.73], [-1.63, -3.33, 1.27], [-2.28, -2.06, -0.34], [-0.71, -4.70, 2.67], [-2.56, -3.17, 1.83], [-0.17, 2.16, -2.74], [-0.40, 0.78, -1.05], [1.65, 2.58, -2.92], [-1.22, 3.61, -2.12], [-0.93, 1.34, -4.20], [2.30, 2.03, -2.22], [1.82, 3.66, -2.75], [1.96, 2.38, -3.96], [-0.22, 0.61, -4.61], [-1.18, 2.10, -4.96], [-1.86, 0.84, -3.90], [-1.73, 3.43, -1.16], [-1.99, 3.81, -2.87], [-0.63, 4.52, -2.00], [-3.01, -1.32, 4.55], [-1.52, -1.39, 4.25], [-1.09, -0.30, 3.38], [0.20, -0.03, 3.11], [0.87, -0.03, 1.56], [1.02, 0.30, 4.13], [0.45, 1.16, 5.19], [1.38, 2.29, 5.59], [-3.37, -0.29, 4.58], [-3.19, -1.80, 5.52], [-3.61, -1.88, 3.81], [-0.92, -1.32, 5.17], [-1.31, -2.37, 3.77], [-1.75, -0.01, 2.63], [1.98, 0.51, 3.84], [-0.50, 1.57, 4.81], [0.22, 0.48, 6.01], [1.51, 3.00, 4.76], [0.90, 2.83, 6.41], [2.35, 1.92, 5.91]],
  "e_above_lowest_kj_mol": 222.8,
  "orbital_gap_ev": [5.66, 4.30],
  "homo_energy_ev": [-3.182, -3.153],
  "multiplicity": 3,
  "charge": -1
}


Question: What is the formula in the second record?
Answer: C25H48BHfNP2


Copy entry 1 word for word.
{
  "formula": "C25H47NO9",
  "method": "ωB97M-V/def2-TZVPD",
  "elements": ["C", "C", "C", "O", "C", "C", "C", "C", "O", "C", "C", "N", "C", "C", "C", "C", "O", "H", "H", "H", "H", "H", "H", "H", "H", "H", "H", "H", "H", "H", "H", "H", "H", "H", "C", "O", "C", "C", "O", "C", "H", "H", "H", "H", "H", "H", "H", "H", "H", "H", "C", "O", "C", "C", "O", "C", "H", "H", "H", "H", "H", "H", "H", "H", "H", "H", "C", "O", "C", "C", "O", "C", "H", "H", "H", "H", "H", "H", "H", "H", "H", "H"],
  "coordinates": [[2.62, -3.39, 0.54], [1.54, -2.89, -0.45], [1.38, -1.37, -0.50], [0.36, -0.89, 0.35], [-0.82, -0.48, -0.31], [-1.93, -1.48, -0.10], [-2.41, -1.73, 1.12], [-3.57, -2.68, 1.25], [-4.49, -2.47, 2.01], [-3.49, -3.86, 0.34], [-2.95, -3.67, -0.87], [-2.74, -4.69, -1.82], [-1.52, -5.10, -1.88], [-0.91, -5.89, -0.75], [-0.71, -4.76, -3.09], [-2.56, -2.25, -1.23], [-2.76, -1.77, -2.32], [2.12, -3.84, 1.40], [3.30, -2.62, 0.86], [3.16, -4.21, 0.07], [0.58, -3.33, -0.21], [1.80, -3.25, -1.45], [1.26, -1.07, -1.54], [2.31, -0.91, -0.17], [-0.67, -0.22, -1.35], [-1.13, 0.43, 0.19], [-1.99, -1.26, 1.99], [-3.85, -4.82, 0.66], [-0.17, -5.30, -0.21], [-0.47, -6.82, -1.09], [-1.69, -6.10, -0.03], [0.16, -5.41, -3.16], [-1.33, -4.78, -3.97], [-0.37, -3.73, -2.96], [4.44, 0.82, 1.78], [3.94, -0.14, 2.69], [4.01, 0.28, 4.04], [2.66, 0.72, 4.56], [2.22, 1.92, 3.94], [1.24, 1.69, 2.95], [4.20, 0.48, 0.77], [4.00, 1.80, 1.94], [5.53, 0.90, 1.87], [4.75, 1.08, 4.16], [4.35, -0.58, 4.63], [2.75, 0.93, 5.63], [1.92, -0.07, 4.43], [0.29, 1.39, 3.42], [1.56, 0.93, 2.24], [1.08, 2.63, 2.41], [5.50, 7.81, 3.10], [4.79, 7.57, 1.90], [5.51, 6.78, 0.97], [5.01, 5.35, 0.95], [5.30, 4.68, 2.17], [4.18, 4.56, 3.02], [4.82, 8.28, 3.81], [5.88, 6.88, 3.54], [6.34, 8.49, 2.92], [6.58, 6.80, 1.19], [5.36, 7.22, -0.02], [5.52, 4.81, 0.15], [3.93, 5.33, 0.75], [3.46, 3.85, 2.61], [3.69, 5.52, 3.19], [4.52, 4.17, 3.98], [-5.93, -2.18, -3.82], [-6.93, -1.42, -3.15], [-6.49, -0.11, -2.82], [-7.06, 0.92, -3.76], [-6.51, 0.79, -5.07], [-7.40, 0.16, -5.98], [-6.39, -3.10, -4.18], [-5.51, -1.64, -4.67], [-5.13, -2.45, -3.12], [-5.40, -0.06, -2.80], [-6.86, 0.10, -1.81], [-6.78, 1.92, -3.40], [-8.15, 0.86, -3.79], [-8.24, 0.83, -6.21], [-7.78, -0.78, -5.58], [-6.85, -0.03, -6.90]],
  "orbital_gap_ev": 7.87,
  "smiles": "CCCOCC1=CC(=O)C=C(N=C(C)C)C1=O.COCCOC.COCCOC.COCCOC",
  "homo_energy_ev": -8.646
}


Please write out number 1 again, unchanged.
{
  "formula": "C25H47NO9",
  "method": "ωB97M-V/def2-TZVPD",
  "elements": ["C", "C", "C", "O", "C", "C", "C", "C", "O", "C", "C", "N", "C", "C", "C", "C", "O", "H", "H", "H", "H", "H", "H", "H", "H", "H", "H", "H", "H", "H", "H", "H", "H", "H", "C", "O", "C", "C", "O", "C", "H", "H", "H", "H", "H", "H", "H", "H", "H", "H", "C", "O", "C", "C", "O", "C", "H", "H", "H", "H", "H", "H", "H", "H", "H", "H", "C", "O", "C", "C", "O", "C", "H", "H", "H", "H", "H", "H", "H", "H", "H", "H"],
  "coordinates": [[2.62, -3.39, 0.54], [1.54, -2.89, -0.45], [1.38, -1.37, -0.50], [0.36, -0.89, 0.35], [-0.82, -0.48, -0.31], [-1.93, -1.48, -0.10], [-2.41, -1.73, 1.12], [-3.57, -2.68, 1.25], [-4.49, -2.47, 2.01], [-3.49, -3.86, 0.34], [-2.95, -3.67, -0.87], [-2.74, -4.69, -1.82], [-1.52, -5.10, -1.88], [-0.91, -5.89, -0.75], [-0.71, -4.76, -3.09], [-2.56, -2.25, -1.23], [-2.76, -1.77, -2.32], [2.12, -3.84, 1.40], [3.30, -2.62, 0.86], [3.16, -4.21, 0.07], [0.58, -3.33, -0.21], [1.80, -3.25, -1.45], [1.26, -1.07, -1.54], [2.31, -0.91, -0.17], [-0.67, -0.22, -1.35], [-1.13, 0.43, 0.19], [-1.99, -1.26, 1.99], [-3.85, -4.82, 0.66], [-0.17, -5.30, -0.21], [-0.47, -6.82, -1.09], [-1.69, -6.10, -0.03], [0.16, -5.41, -3.16], [-1.33, -4.78, -3.97], [-0.37, -3.73, -2.96], [4.44, 0.82, 1.78], [3.94, -0.14, 2.69], [4.01, 0.28, 4.04], [2.66, 0.72, 4.56], [2.22, 1.92, 3.94], [1.24, 1.69, 2.95], [4.20, 0.48, 0.77], [4.00, 1.80, 1.94], [5.53, 0.90, 1.87], [4.75, 1.08, 4.16], [4.35, -0.58, 4.63], [2.75, 0.93, 5.63], [1.92, -0.07, 4.43], [0.29, 1.39, 3.42], [1.56, 0.93, 2.24], [1.08, 2.63, 2.41], [5.50, 7.81, 3.10], [4.79, 7.57, 1.90], [5.51, 6.78, 0.97], [5.01, 5.35, 0.95], [5.30, 4.68, 2.17], [4.18, 4.56, 3.02], [4.82, 8.28, 3.81], [5.88, 6.88, 3.54], [6.34, 8.49, 2.92], [6.58, 6.80, 1.19], [5.36, 7.22, -0.02], [5.52, 4.81, 0.15], [3.93, 5.33, 0.75], [3.46, 3.85, 2.61], [3.69, 5.52, 3.19], [4.52, 4.17, 3.98], [-5.93, -2.18, -3.82], [-6.93, -1.42, -3.15], [-6.49, -0.11, -2.82], [-7.06, 0.92, -3.76], [-6.51, 0.79, -5.07], [-7.40, 0.16, -5.98], [-6.39, -3.10, -4.18], [-5.51, -1.64, -4.67], [-5.13, -2.45, -3.12], [-5.40, -0.06, -2.80], [-6.86, 0.10, -1.81], [-6.78, 1.92, -3.40], [-8.15, 0.86, -3.79], [-8.24, 0.83, -6.21], [-7.78, -0.78, -5.58], [-6.85, -0.03, -6.90]],
  "orbital_gap_ev": 7.87,
  "smiles": "CCCOCC1=CC(=O)C=C(N=C(C)C)C1=O.COCCOC.COCCOC.COCCOC",
  "homo_energy_ev": -8.646
}